[1]
2 unconnected molecules or ions with the total composition C24H33F2OSi in a non-equilibrium geometry, computed with wB97M-V/def2-TZVPD.

Values from the calculation:
HOMO energy: -11.81 eV
Lowest unoccupied orbital energy: -5.32 eV
Charge: +1
Frontier orbital gap: 6.4929 eV

Element x y z (Å)
C: -3.59 -0.81 -1.18
C: -2.68 -1.74 -1.99
C: -2.54 -3.12 -1.33
Si: -1.00 -0.94 -2.44
C: 0.46 -2.16 -2.26
C: 1.61 -1.64 -1.40
C: 0.98 -2.64 -3.62
C: -1.12 -0.28 -4.23
C: -0.98 1.24 -4.30
C: -2.35 -0.76 -4.99
O: -0.69 0.38 -1.39
C: -0.62 0.29 -0.05
C: -0.07 1.25 0.78
H: -4.57 -1.30 -1.08
H: -3.20 -0.61 -0.17
H: -3.75 0.15 -1.69
H: -3.15 -1.89 -2.97
H: -3.54 -3.54 -1.18
H: -1.97 -3.81 -1.96
H: -2.06 -3.06 -0.35
H: 0.01 -3.02 -1.73
H: 2.41 -2.39 -1.38
H: 2.04 -0.71 -1.81
H: 1.30 -1.46 -0.37
H: 1.68 -3.47 -3.47
H: 0.17 -3.00 -4.27
H: 1.52 -1.84 -4.13
H: -0.23 -0.71 -4.71
H: -0.93 1.54 -5.35
H: -1.83 1.75 -3.84
H: -0.06 1.59 -3.81
H: -2.27 -0.47 -6.05
H: -2.46 -1.85 -4.96
H: -3.27 -0.31 -4.60
H: -1.07 -0.63 0.38
H: -0.77 1.49 1.64
H: 0.56 2.05 0.34
F: 1.77 6.70 4.50
C: 1.65 5.42 4.03
C: 2.06 5.15 2.73
C: 1.96 3.85 2.26
C: 1.44 2.79 3.06
C: 1.48 1.47 2.42
C: 1.54 0.22 3.17
C: 1.91 -0.91 2.39
C: 1.94 -2.20 2.92
C: 1.57 -2.37 4.25
F: 1.59 -3.63 4.77
C: 1.27 -1.30 5.08
C: 1.30 0.00 4.56
C: 0.94 3.14 4.35
C: 1.15 4.43 4.87
H: 2.43 5.94 2.08
H: 2.27 3.62 1.23
H: 2.09 1.44 1.48
H: 2.15 -0.77 1.33
H: 2.20 -3.05 2.29
H: 1.01 -1.47 6.12
H: 1.12 0.83 5.23
H: 0.33 2.44 4.91
H: 0.87 4.67 5.88


[2]
A molecular structure, C24H33FeN7O3S2 in a non-equilibrium geometry, computed with wB97M-V/def2-TZVPD.

Values from the calculation:
HOMO energy (alpha / beta): -15.03 / -15.03 eV
Lowest unoccupied orbital energy (alpha / beta): -8.04 / -12.11 eV
Charge: +3
Frontier orbital gap (alpha / beta): 6.9908 / 2.9198 eV
2S+1: 6

Element x y z (Å)
Fe: 0.37 1.33 -0.33
N: 4.76 1.63 1.17
C: 4.42 1.44 -0.28
C: 2.89 1.45 -0.39
O: 2.34 1.36 -1.49
O: 2.25 1.54 0.72
H: 5.20 2.53 1.36
H: 5.35 0.90 1.55
H: 3.81 1.61 1.60
H: 4.77 0.48 -0.64
H: 4.84 2.22 -0.90
C: 1.50 6.30 0.02
C: 0.71 5.71 0.99
C: 0.32 4.40 0.82
N: 0.66 3.68 -0.26
C: 1.42 4.25 -1.20
C: 1.87 5.56 -1.10
H: 1.82 7.33 0.13
H: 0.41 6.25 1.87
H: -0.31 3.90 1.55
H: 1.69 3.64 -2.06
H: 2.48 5.99 -1.88
C: -4.48 0.65 -1.80
N: -3.28 1.31 -2.29
C: -2.79 1.08 -3.66
C: -1.54 1.97 -3.73
N: -1.27 2.26 -2.30
C: -2.40 1.97 -1.58
S: -2.58 2.44 0.05
H: -5.28 0.78 -2.53
H: -4.78 1.08 -0.85
H: -4.29 -0.42 -1.67
H: -3.56 1.37 -4.38
H: -2.57 0.02 -3.80
H: -1.73 2.89 -4.27
H: -0.69 1.47 -4.19
H: -0.81 3.14 -2.10
S: 1.94 -5.47 -0.12
C: 1.56 -3.73 -0.18
C: 1.82 -2.92 0.92
C: 1.64 -1.56 0.80
N: 1.21 -0.98 -0.33
C: 0.95 -1.76 -1.38
C: 1.11 -3.13 -1.35
C: 0.30 -6.12 0.20
C: -0.10 -6.31 1.51
C: -1.35 -6.89 1.73
N: -2.15 -7.25 0.73
C: -1.76 -7.06 -0.52
C: -0.53 -6.49 -0.84
H: 2.18 -3.35 1.85
H: 1.85 -0.89 1.63
H: 0.63 -1.26 -2.28
H: 0.90 -3.73 -2.23
H: 0.54 -6.05 2.34
H: -1.71 -7.08 2.74
H: -2.44 -7.39 -1.30
H: -0.23 -6.38 -1.87
C: -2.23 -0.62 3.93
N: -1.50 -0.03 2.80
C: -0.60 1.06 3.13
C: -1.68 -0.48 1.58
O: -1.13 -0.06 0.53
H: -1.54 -1.14 4.59
H: -2.99 -1.31 3.57
H: -2.73 0.17 4.50
H: 0.03 0.76 3.97
H: -1.17 1.94 3.43
H: 0.03 1.31 2.28
H: -2.37 -1.32 1.51